(1)
ORCA calculation (ωB97M-V/def2-TZVPD) on 2 unconnected molecules or ions with the total composition C5H11NO2.

Each line ends with the Löwdin charge.
Atoms and positions in Å:
H  0.51  -2.41  1.48  0.0778
H  -0.47  1.83  -1.15  0.0568
H  0.65  1.32  0.12  0.0440
H  1.15  2.46  -1.16  0.0649
H  -1.24  0.16  1.49  0.0822
O  -0.32  2.26  1.44  -0.4638
C  -0.45  -0.52  1.98  -0.1245
H  -0.94  -1.01  2.87  0.0713
H  0.43  0.44  -2.87  0.0917
H  1.86  0.21  -1.76  0.0887
O  -1.19  -0.84  -1.09  0.0315
C  -0.06  -1.63  1.01  -0.2790
C  0.77  0.34  -1.84  -0.1906
H  -1.03  -2.05  0.60  0.1132
C  0.55  1.57  -0.97  -0.1460
H  0.41  0.17  2.18  0.0615
N  0.86  -1.30  -0.16  0.1590
H  -0.46  3.08  1.84  -0.1881
C  0.05  -0.83  -1.07  -0.5505

Output
multiplicity = 2
energy relative to the best compared isomer or geometry (same formula, charge and spin) = 63.62 kcal/mol
HOMO (alpha / beta) = -3.19 / -2.59 eV
LUMO energy (alpha / beta) = 3.99 / 1.41 eV
gap between HOMO and LUMO (alpha / beta) = 7.19 / 4.00 eV
<S²> = 0.767
net charge = -1



(2)
ORCA calculation (ωB97M-V/def2-TZVPD) on 12 unconnected molecules or ions with the total composition H25O12.

Each line ends with the Löwdin charge.
Atoms and positions in Å:
H  4.39  -4.60  7.08  -0.0050
O  6.93  -7.54  7.31  0.0024
H  7.60  -7.20  7.88  0.0316
O  3.67  -7.49  6.52  0.2246
O  2.38  -9.64  5.02  -0.0316
H  3.23  -4.25  6.19  0.0649
H  5.72  -5.47  8.38  0.0232
H  3.59  -6.35  9.57  0.0788
H  1.62  -8.10  8.67  -0.0306
H  6.67  -8.30  7.80  0.0099
O  2.91  -9.59  8.89  -0.0512
H  2.74  -7.60  6.19  0.1171
H  4.76  -7.36  9.84  0.1041
H  4.06  -6.60  6.37  0.1000
O  5.94  -5.53  4.54  -0.0089
O  4.21  -6.94  9.14  -0.0333
H  5.51  -8.23  4.28  0.0266
O  4.69  -8.24  3.82  -0.0276
O  5.64  -4.52  8.23  -0.0053
O  0.97  -7.57  8.23  -0.0291
H  1.11  -6.69  8.61  0.0441
H  6.67  -4.98  4.43  0.0164
H  5.53  -5.14  5.30  -0.0304
H  5.26  -4.20  9.02  0.0480
H  4.28  -10.23  7.78  -0.0455
H  1.58  -9.52  4.55  0.0240
H  1.33  -5.56  5.90  0.0382
H  3.79  -7.59  7.45  0.0508
O  3.96  -4.83  6.27  -0.0157
H  1.53  -6.13  4.64  0.0639
H  3.17  -9.57  4.47  0.0187
O  1.32  -6.43  5.52  -0.0109
O  4.72  -10.42  6.98  -0.0320
H  4.35  -11.19  6.56  0.0423
H  3.51  -9.72  9.66  0.0941
H  2.42  -10.40  8.71  0.0893
H  4.74  -9.00  3.24  0.0442

Output
energy relative to the best compared isomer or geometry (same formula, charge and spin) = 41.66 kcal/mol
HOMO = -13.67 eV
LUMO energy = -3.60 eV
gap between HOMO and LUMO = 10.08 eV
net charge = +1



(3)
ORCA calculation (ωB97M-V/def2-TZVPD) on a molecular structure, C39H32F3N6O3P2SSe2Sn.

Each line ends with the Löwdin charge.
Atoms and positions in Å:
H  2.40  2.95  -4.65  0.1176
H  5.05  -3.51  1.39  0.1241
C  -3.35  1.55  3.97  -0.1784
Se  -0.04  1.58  5.12  0.1993
H  -2.98  3.22  1.65  0.0979
C  -1.67  -1.64  -4.85  -0.0275
H  0.41  5.75  4.22  0.0970
N  1.36  0.61  0.24  -0.1057
Sn  2.18  -0.51  -2.43  1.1996
C  4.32  -2.46  -0.33  -0.1117
C  3.77  1.33  -4.30  -0.6734
H  -2.92  1.96  4.88  0.0533
F  8.19  -5.17  -0.43  0.1227
O  4.65  1.79  -5.01  0.0150
H  -1.12  -2.20  2.10  0.0870
H  -0.80  -0.91  6.15  0.0396
C  -2.64  3.24  -0.97  -0.1009
H  0.93  -3.63  -6.78  0.0939
N  1.51  1.56  -3.28  -0.0920
O  3.91  0.37  -3.45  -0.2646
N  1.03  -0.73  1.93  -0.0078
H  -1.64  -5.02  5.27  0.0839
C  -2.10  -2.44  -5.88  -0.0818
F  6.88  -5.32  1.29  0.1337
S  2.25  -2.13  -4.75  0.5877
H  -2.50  4.27  -0.64  0.1069
C  -1.42  -3.71  3.58  -0.1047
C  0.61  -2.26  -5.18  -0.6865
C  -1.23  -3.00  5.86  -0.1121
H  -1.58  -4.49  2.85  0.0913
N  -0.36  -1.56  -4.52  -0.2160
C  -2.23  3.80  2.18  -0.0963
C  -0.34  5.22  3.64  -0.1083
C  5.63  -2.47  -2.22  -0.1111
H  0.53  1.46  -3.51  0.0752
C  5.24  -3.23  0.36  0.0172
H  -2.30  -1.02  -4.24  0.1141
C  0.06  4.41  2.59  -0.1370
H  -4.69  1.33  -2.85  0.0936
H  7.49  -3.54  -2.16  0.1137
C  -5.23  1.27  2.45  -0.1583
P  -0.87  0.37  3.57  0.5107
H  -3.68  4.69  3.48  0.0981
H  5.74  -2.12  -3.24  0.1164
C  -0.89  3.70  1.85  -0.3566
H  -3.07  -0.40  -2.15  0.0940
C  -2.49  0.81  3.09  -0.4115
H  -1.25  -3.22  6.93  0.0880
N  4.51  -2.09  -1.60  0.0182
C  -3.12  0.20  1.95  -0.1429
F  8.27  -3.67  1.12  0.1364
P  -0.29  2.72  0.46  0.5850
N  1.72  -0.52  0.82  -0.1233
H  1.58  2.26  -2.53  -0.0444
C  7.43  -4.45  0.42  -0.5811
C  -1.16  -3.18  -6.59  -0.1004
C  -1.17  -2.41  3.16  -0.0993
H  -6.27  1.47  2.20  0.0564
C  0.18  0.31  2.09  -0.4293
C  0.17  -3.08  -6.25  -0.1120
C  -2.94  0.63  -1.83  -0.0951
C  -3.70  2.91  -1.79  -0.0862
C  -0.94  -1.39  4.08  -0.3205
H  -4.85  0.02  0.74  0.0824
H  -2.53  -0.44  1.29  0.0752
H  -1.46  -3.82  -7.41  0.0971
Se  1.03  3.94  -0.71  0.2617
C  -1.74  2.26  -0.55  -0.3406
H  -4.41  3.66  -2.09  0.0955
C  6.60  -3.25  -1.62  0.0004
H  1.11  4.33  2.33  0.0852
H  3.41  -2.09  0.14  0.0701
H  -2.00  5.97  4.77  0.0923
C  -1.45  -4.01  4.94  -0.1257
C  -3.86  1.59  -2.22  -0.0966
H  1.92  1.38  -5.32  0.1214
C  -4.43  0.45  1.64  -0.1556
O  -0.05  -0.76  -3.52  -0.3194
C  0.41  1.18  1.02  -0.4596
C  -1.88  0.96  -1.00  -0.0885
H  -5.27  2.37  4.33  0.0810
C  -0.98  -1.70  5.44  -0.1215
C  -2.63  4.63  3.22  -0.0862
H  -3.16  -2.47  -6.11  0.0963
C  -1.69  5.34  3.95  -0.0967
H  -1.18  0.20  -0.69  0.1010
C  -4.66  1.78  3.65  -0.1684
C  6.39  -3.64  -0.30  -0.1287
C  2.34  1.88  -4.44  -0.1624

Output
multiplicity = 2
HOMO (alpha / beta) = 0.85 / -2.72 eV
LUMO energy (alpha / beta) = 3.67 / 3.67 eV
gap between HOMO and LUMO (alpha / beta) = 2.82 / 6.39 eV
<S²> = 0.763
net charge = -2



(4)
ORCA calculation (ωB97M-V/def2-TZVPD) on a molecular structure, C29H37FeGeN3.

Each line ends with the Löwdin charge.
Atoms and positions in Å:
H  -0.20  6.57  0.48  0.0810
Fe  -0.74  -0.28  -0.58  0.8039
H  4.60  -1.84  -0.56  0.0168
C  -3.93  0.40  -2.17  -0.0353
C  -0.83  2.62  -1.78  -0.1186
H  4.83  -2.64  1.00  0.0300
C  -0.59  4.00  -1.77  -0.0108
H  1.83  -0.56  -1.25  0.0302
H  -3.13  -3.81  0.52  0.0777
C  -1.10  -2.88  -2.09  -0.0104
C  -0.65  4.75  -0.57  -0.2086
C  2.77  2.83  0.24  -0.0701
C  -0.33  6.24  -0.55  -0.0235
H  2.50  -4.57  0.05  0.0324
C  0.20  -1.92  -4.04  -0.0242
H  2.59  -3.34  2.83  0.0320
H  1.01  0.57  4.33  0.1052
C  1.31  0.95  1.72  -0.1695
H  -4.23  0.70  -1.17  0.0824
H  -2.39  -1.64  1.56  0.0871
H  2.33  1.58  -1.44  0.1244
C  -1.02  4.02  0.60  0.0016
H  -3.83  -1.68  -0.43  0.1246
C  2.06  -2.43  2.55  -0.2040
N  -0.68  -0.48  1.55  0.0014
H  -2.67  -4.91  -0.77  0.0961
C  0.22  0.08  3.77  -0.0397
C  4.31  -1.82  0.48  -0.2149
C  0.29  0.13  2.36  -0.2432
C  -0.92  -1.83  -3.02  -0.2637
H  -0.80  2.09  -2.73  0.1019
C  -2.16  -2.85  -1.16  -0.2555
C  2.26  1.71  -0.37  -0.0821
C  1.94  -3.71  -0.30  -0.2110
H  -0.41  -3.70  -2.07  0.1149
H  1.13  -2.25  -3.58  0.0783
H  -3.52  1.28  -2.68  0.0751
Ge  2.39  -2.09  0.67  0.8013
H  -1.45  -4.26  0.31  0.0735
C  -1.78  -1.22  3.58  -0.0561
C  -0.81  -0.59  4.40  -0.0408
H  -2.59  -1.77  4.01  0.0972
H  -1.66  0.06  -3.73  0.1130
C  -1.25  2.65  0.50  -0.0899
H  1.86  2.11  3.47  0.1053
H  -1.11  6.85  -1.02  0.0929
H  0.35  -0.94  -4.49  0.0774
C  -2.90  -0.71  -2.11  -0.2915
N  -1.10  1.89  -0.66  -0.0016
H  -0.32  4.49  -2.69  0.1160
H  2.41  -1.65  3.22  0.0203
C  -1.66  -1.13  2.19  -0.1424
H  0.88  -3.91  -0.18  -0.0089
C  1.96  2.03  2.39  -0.0140
H  3.25  3.59  -0.35  0.1007
N  1.66  0.71  0.36  -0.1300
C  -1.83  -0.75  -3.04  -0.0409
H  3.14  3.83  2.12  0.1036
C  2.66  2.97  1.66  -0.0646
H  -0.91  -0.62  5.48  0.1112
C  -3.04  -1.75  -1.17  -0.0337
C  -2.36  -4.02  -0.22  -0.0269
C  1.38  -0.60  -0.25  -0.3216
H  -1.10  4.52  1.56  0.1208
H  -0.06  -2.61  -4.84  0.0934
H  4.63  -0.88  0.91  0.0165
H  1.00  -2.58  2.74  0.0112
H  -1.58  2.09  1.37  0.1106
H  -4.82  0.07  -2.70  0.0926
H  0.60  6.43  -1.08  0.0818
H  2.13  -3.59  -1.35  0.0118

Output
multiplicity = 6
energy relative to the best compared isomer or geometry (same formula, charge and spin) = 0.00 kcal/mol
HOMO (alpha / beta) = -8.00 / -10.51 eV
LUMO energy (alpha / beta) = -2.50 / -3.04 eV
gap between HOMO and LUMO (alpha / beta) = 5.50 / 7.47 eV
<S²> = 8.784
net charge = +1